w | {
  "formula": "C2H5NS3",
  "method": "ωB97M-V with the def2-TZVPD basis set",
  "species": ["S", "S", "S", "N", "C", "C", "H", "H", "H", "H", "H"],
  "coordinates": [[-0.646, 1.501, -0.150], [-3.331, -0.373, -0.059], [0.980, -1.123, -0.263], [-1.798, -1.069, 0.068], [-0.700, -0.133, 0.020], [2.297, 0.196, 0.149], [-1.536, -2.109, 0.025], [2.393, 0.764, -0.906], [1.914, 0.754, 1.190], [3.249, -0.241, 0.315], [-2.821, 1.834, -0.390]],
  "mulliken_charge": [-0.290, -0.275, -0.101, -0.273, 0.445, -0.815, 0.272, 0.279, 0.254, 0.357, 0.146],
  "mol_weight_g_mol": 139.27,
  "orbital_gap_ev": 6.5,
  "spin_multiplicity": 1,
  "homo_ev": -7.99
}

x | {
  "formula": "C2H5NS3",
  "method": "ωB97M-V with the def2-TZVPD basis set",
  "species": ["S", "S", "S", "N", "C", "C", "H", "H", "H", "H", "H"],
  "coordinates": [[0.047, 2.184, 0.597], [1.809, -2.021, -0.032], [2.318, 0.302, 1.664], [0.251, 0.115, 0.134], [-0.699, -0.327, -0.799], [1.359, -0.475, 0.473], [-0.104, 2.015, 1.921], [-0.377, -0.227, -1.787], [3.498, -0.471, 1.496], [-1.544, 0.202, -0.550], [-0.594, -1.436, -0.829]],
  "mulliken_charge": [-0.058, -0.385, -0.268, -0.315, -0.827, 0.529, 0.165, 0.382, 0.174, 0.316, 0.288],
  "mol_weight_g_mol": 139.27,
  "orbital_gap_ev": 6.7,
  "spin_multiplicity": 1,
  "smiles": "CN(S)C(=S)S",
  "homo_ev": -8.26
}

Which of them is the most stable? Correct choice: x.

w | {
  "formula": "C7H16N",
  "method": "ωB97M-V with the def2-TZVPD basis set",
  "species": ["N", "C", "C", "C", "C", "C", "C", "C", "H", "H", "H", "H", "H", "H", "H", "H", "H", "H", "H", "H", "H", "H", "H", "H"],
  "coordinates": [[0.561, -0.714, 1.236], [0.086, -1.956, 0.626], [-1.476, 1.330, 0.460], [-1.005, -2.125, -0.175], [0.799, 1.993, -0.665], [2.173, 2.725, -0.673], [-1.158, -3.367, -0.956], [-0.143, 2.065, 0.326], [-2.288, 2.065, 0.515], [2.299, 3.198, 0.319], [0.607, 1.507, -1.619], [2.115, 3.442, -1.489], [-1.546, 0.702, -0.427], [0.505, 0.021, 0.500], [-1.301, -3.190, -2.039], [0.025, -0.490, 2.088], [-1.583, -1.306, -0.527], [0.055, 2.794, 1.119], [-2.113, -3.815, -0.662], [-0.319, -4.045, -0.741], [-1.531, 0.804, 1.389], [1.558, -0.776, 1.516], [2.927, 1.947, -0.885], [0.755, -2.810, 0.766]],
  "mulliken_charge": [-0.066, -0.287, -0.982, 0.167, 0.059, -1.098, -1.181, -0.374, 0.420, 0.319, 0.371, 0.331, 0.149, 0.031, 0.327, 0.410, 0.164, 0.257, 0.315, 0.327, 0.375, 0.421, 0.298, 0.246],
  "mol_weight_g_mol": 114.21,
  "total_charge": 1,
  "orbital_gap_ev": 9.9,
  "spin_multiplicity": 1,
  "homo_ev": -13.20
}

x | {
  "formula": "C7H16N",
  "method": "ωB97M-V with the def2-TZVPD basis set",
  "species": ["N", "C", "C", "C", "C", "C", "C", "C", "H", "H", "H", "H", "H", "H", "H", "H", "H", "H", "H", "H", "H", "H", "H", "H"],
  "coordinates": [[2.574, 2.177, 1.048], [-0.018, 0.287, 0.501], [1.320, 0.356, -0.225], [-0.927, -0.780, -0.091], [-2.210, -0.442, -0.237], [2.011, 1.708, -0.304], [-0.365, -2.178, -0.269], [-3.363, -1.329, -0.618], [-2.980, -2.289, -0.955], [0.177, -2.409, 0.651], [-1.112, -2.913, -0.513], [1.293, 2.454, -0.646], [2.877, 1.609, -0.949], [2.033, -0.410, 0.132], [-3.972, -1.483, 0.290], [0.367, -2.100, -1.077], [2.777, 3.167, 0.940], [-4.088, -0.879, -1.296], [-0.547, 1.237, 0.472], [-2.514, 0.615, -0.272], [1.905, 2.001, 1.798], [3.393, 1.650, 1.354], [0.081, -0.046, 1.538], [1.289, -0.004, -1.271]],
  "mulliken_charge": [-0.279, -0.579, -0.592, 0.709, -0.428, -0.927, -1.315, -1.183, 0.274, 0.293, 0.426, 0.414, 0.394, 0.375, 0.283, 0.291, 0.358, 0.337, 0.431, 0.215, 0.330, 0.368, 0.367, 0.437],
  "mol_weight_g_mol": 114.21,
  "total_charge": 1,
  "orbital_gap_ev": 8.1,
  "spin_multiplicity": 1,
  "smiles": "C/C=C(\\C)CCC[NH3+]",
  "homo_ev": -11.78
}

Which of them is the most stable? Correct choice: x.

w | {
  "formula": "C3H9NO2S",
  "method": "ωB97M-V with the def2-TZVPD basis set",
  "species": ["S", "O", "O", "N", "C", "C", "C", "H", "H", "H", "H", "H", "H", "H", "H", "H"],
  "coordinates": [[0.618, -0.208, 0.350], [-0.279, 1.892, -0.954], [1.705, 0.789, 0.327], [-0.164, 0.218, 1.721], [-1.674, 0.602, -2.436], [1.412, -1.637, 1.125], [-0.578, 1.163, -1.993], [0.289, 0.826, -2.494], [1.582, -2.442, 0.541], [-2.599, 0.715, -1.965], [-1.819, 0.106, -3.417], [0.080, 1.011, 2.309], [0.809, -1.823, 1.986], [-1.079, -0.042, 1.773], [2.335, -1.170, 1.621], [0.707, 1.940, -0.697]],
  "mulliken_charge": [0.768, -0.565, -0.747, -0.500, -0.806, -0.940, 0.025, 0.365, 0.341, 0.305, 0.217, 0.241, 0.343, 0.204, 0.268, 0.480],
  "mol_weight_g_mol": 123.18,
  "orbital_gap_ev": 9.3,
  "spin_multiplicity": 1,
  "homo_ev": -8.63
}

x | {
  "formula": "C3H9NO2S",
  "method": "ωB97M-V with the def2-TZVPD basis set",
  "species": ["S", "O", "O", "N", "C", "C", "C", "H", "H", "H", "H", "H", "H", "H", "H", "H"],
  "coordinates": [[1.554, 1.903, 1.191], [0.841, -0.741, -2.947], [-5.607, -1.980, 3.886], [1.620, -1.110, -0.560], [0.704, 1.319, -0.211], [1.541, 0.188, -2.537], [1.720, 0.255, -1.005], [0.710, 2.175, -1.060], [2.796, 0.675, -0.903], [1.660, 1.030, -3.339], [1.411, -1.451, 0.368], [-0.304, 0.935, -0.047], [2.231, -1.862, -1.117], [0.524, 2.524, 1.746], [-6.202, -2.455, 3.381], [-5.198, -1.405, 3.155]],
  "mulliken_charge": [-0.198, -0.444, -0.630, -0.512, -0.451, -0.247, 0.169, 0.243, 0.202, 0.353, 0.183, 0.387, 0.195, 0.119, 0.303, 0.327],
  "mol_weight_g_mol": 123.18,
  "orbital_gap_ev": 9.5,
  "spin_multiplicity": 1,
  "smiles": "N[C@@H](C=O)CS.O",
  "homo_ev": -8.87
}

y | {
  "formula": "C3H9NO2S",
  "method": "ωB97M-V with the def2-TZVPD basis set",
  "species": ["S", "O", "O", "N", "C", "C", "C", "H", "H", "H", "H", "H", "H", "H", "H", "H"],
  "coordinates": [[-1.896, 0.258, -0.835], [1.557, 1.064, -1.654], [2.288, -1.409, -0.216], [0.756, -0.079, 0.958], [1.332, -1.227, 0.524], [-0.542, -0.139, 1.631], [-1.601, 0.666, 0.945], [-0.471, 0.048, 2.706], [-1.868, 1.548, -1.254], [-0.841, -1.207, 1.623], [-1.424, 1.738, 0.874], [-2.553, 0.494, 1.444], [1.820, 0.177, -1.399], [0.861, -2.167, 0.836], [0.679, 0.600, 0.199], [2.433, 1.406, -1.931]],
  "mulliken_charge": [-0.187, -0.655, -0.572, -0.224, 0.197, -0.518, -0.795, 0.308, 0.148, 0.283, 0.388, 0.366, 0.334, 0.285, 0.341, 0.300],
  "mol_weight_g_mol": 123.18,
  "orbital_gap_ev": 10.2,
  "spin_multiplicity": 1,
  "smiles": "O=CNCCS.O",
  "homo_ev": -9.45
}

Which of them is the most stable? Correct choice: y.

w | {
  "formula": "CH2BrPSi",
  "method": "ωB97M-V with the def2-TZVPD basis set",
  "species": ["Br", "P", "Si", "C", "H", "H"],
  "coordinates": [[2.002, 0.200, -2.091], [0.388, -1.343, 0.312], [-1.190, 0.269, 0.427], [1.745, -1.016, -0.601], [-1.732, 1.668, -0.010], [-1.213, 0.222, 1.964]],
  "mulliken_charge": [-0.089, -0.003, 0.220, -0.045, -0.045, -0.038],
  "mol_weight_g_mol": 152.99,
  "orbital_gap_ev": [7.1, 6.2],
  "spin_multiplicity": 1,
  "smiles": "[SiH2]=P#CBr",
  "homo_ev": [-8.89, -8.17]
}

x | {
  "formula": "CH2BrPSi",
  "method": "ωB97M-V with the def2-TZVPD basis set",
  "species": ["Br", "P", "Si", "C", "H", "H"],
  "coordinates": [[2.415, 1.011, -0.231], [0.454, -1.639, -0.191], [-1.375, -0.293, -0.208], [1.226, -0.277, 0.012], [-1.253, -0.073, 1.250], [-1.468, 1.270, -0.633]],
  "mulliken_charge": [0.033, -0.155, 0.030, 0.203, -0.061, -0.050],
  "mol_weight_g_mol": 152.99,
  "orbital_gap_ev": [7.1, 7.1],
  "spin_multiplicity": 1,
  "smiles": "[SiH2]=P#CBr",
  "homo_ev": [-7.83, -7.83]
}

Which of them is the most stable? Correct choice: x.

w | {
  "formula": "C3H4FN3",
  "method": "ωB97M-V with the def2-TZVPD basis set",
  "species": ["F", "N", "N", "N", "C", "C", "C", "H", "H", "H", "H"],
  "coordinates": [[1.638, -1.687, -0.523], [-0.216, 1.339, 0.205], [1.059, 1.650, 0.047], [1.986, 0.617, -0.102], [-0.462, 0.144, 0.115], [1.338, -0.508, -0.164], [-1.472, -0.842, 0.047], [-2.444, -0.465, -0.404], [1.371, 2.539, 0.314], [-1.055, -1.623, -0.591], [-1.745, -1.163, 1.057]],
  "mulliken_charge": [-0.209, -0.491, 0.121, -0.534, 0.491, 0.448, -0.883, 0.294, 0.251, 0.250, 0.264],
  "mol_weight_g_mol": 101.08,
  "orbital_gap_ev": 9.8,
  "spin_multiplicity": 1,
  "homo_ev": -8.83
}

x | {
  "formula": "C3H4FN3",
  "method": "ωB97M-V with the def2-TZVPD basis set",
  "species": ["F", "N", "N", "N", "C", "C", "C", "H", "H", "H", "H"],
  "coordinates": [[-2.526, 0.224, 0.984], [0.767, 0.100, -1.179], [1.821, 0.011, -0.418], [0.181, -0.249, 1.044], [-1.898, 0.260, -0.312], [1.523, -0.273, 0.919], [-0.417, 0.006, -0.075], [2.729, -0.035, -0.910], [2.224, -0.791, 1.536], [-2.006, 1.221, -0.751], [-2.397, -0.474, -0.838]],
  "mulliken_charge": [-0.277, -0.642, 0.258, -0.445, -0.151, -0.204, 0.414, 0.271, 0.346, 0.202, 0.228],
  "mol_weight_g_mol": 101.08,
  "orbital_gap_ev": 9.8,
  "spin_multiplicity": 1,
  "smiles": "FCc1nc[nH]n1",
  "homo_ev": -8.89
}

y | {
  "formula": "C3H4FN3",
  "method": "ωB97M-V with the def2-TZVPD basis set",
  "species": ["F", "N", "N", "N", "C", "C", "C", "H", "H", "H", "H"],
  "coordinates": [[-2.503, -0.326, 0.512], [-1.265, 1.676, 0.750], [0.047, 2.088, 0.600], [0.264, -0.073, 0.034], [0.764, 1.125, 0.209], [0.503, -1.321, -0.572], [-1.418, 0.469, 0.457], [1.556, -1.795, -0.419], [0.340, -1.117, -1.687], [1.839, 1.243, 0.157], [-0.127, -1.970, -0.041]],
  "mulliken_charge": [-0.210, -0.245, -0.413, -0.107, -0.006, -0.652, 0.397, 0.281, 0.283, 0.394, 0.278],
  "mol_weight_g_mol": 101.08,
  "orbital_gap_ev": 10.1,
  "spin_multiplicity": 1,
  "smiles": "Cn1cnnc1F",
  "homo_ev": -9.46
}

Which of them is the most stable? Correct choice: x.

w | {
  "formula": "C2H10N3",
  "method": "ωB97M-V with the def2-TZVPD basis set",
  "species": ["N", "N", "N", "C", "C", "H", "H", "H", "H", "H", "H", "H", "H", "H", "H"],
  "coordinates": [[0.218, -1.309, 1.418], [0.887, 0.555, -1.951], [-0.112, 0.766, 0.221], [-0.232, 0.151, -1.143], [-0.528, -0.084, 1.353], [0.894, 0.939, 0.374], [1.518, -0.191, -2.190], [-1.581, -0.332, 1.230], [-0.212, -0.917, -0.958], [-1.169, 0.497, -1.560], [-0.321, -2.149, 1.529], [-0.637, 1.697, 0.261], [-0.422, 0.551, 2.216], [0.626, 1.116, -2.748], [1.072, -1.289, 1.948]],
  "mulliken_charge": [-0.277, -0.548, -1.009, -1.064, -1.946, 0.457, 0.202, 0.467, 0.281, 0.759, 0.245, 1.211, 0.787, 0.226, 0.209],
  "mol_weight_g_mol": 76.12,
  "orbital_gap_ev": [4.0, 10.8],
  "spin_multiplicity": 2,
  "homo_ev": [-2.93, -10.02]
}

x | {
  "formula": "C2H10N3",
  "method": "ωB97M-V with the def2-TZVPD basis set",
  "species": ["N", "N", "N", "C", "C", "H", "H", "H", "H", "H", "H", "H", "H", "H", "H"],
  "coordinates": [[-0.432, 0.450, 1.017], [1.005, -0.460, -0.883], [-2.734, -0.265, 1.159], [-1.750, 0.632, 0.677], [2.336, 0.141, -1.063], [2.795, 0.359, -0.093], [2.246, 1.116, -1.531], [1.163, -1.430, -0.639], [3.056, -0.514, -1.537], [0.443, -0.423, -1.721], [0.312, 0.249, 0.170], [-3.640, -0.328, 0.735], [-2.570, -0.858, 1.947], [-2.089, 1.253, -0.142], [-0.141, 0.077, 1.904]],
  "mulliken_charge": [-0.556, -0.561, -0.418, -0.287, -0.826, 0.290, 0.307, 0.261, 0.319, 0.256, 0.374, 0.155, 0.150, 0.363, 0.174],
  "mol_weight_g_mol": 76.12,
  "orbital_gap_ev": [5.1, 8.7],
  "spin_multiplicity": 2,
  "homo_ev": [-4.21, -7.84]
}

Which of them is the most stable? Correct choice: x.